A | {"formula": "CH2O4S2", "method": "ωB97M-V with the def2-TZVPD basis set", "gap_ha": 0.3364, "elements": ["S", "O", "O", "H", "O", "S", "C", "H", "O"], "xyz": [[-3.53, -0.33, 0.38], [-2.62, -1.45, 0.33], [0.31, 1.27, 0.50], [2.99, -0.43, -1.07], [-4.69, -0.54, 1.28], [1.59, 0.62, 0.29], [2.08, 0.14, -1.20], [1.21, -0.10, -1.72], [2.67, 0.81, 1.22]], "nbo_charge": [1.63, -0.82, -0.85, 0.26, -0.81, 2.06, -0.85, 0.24, -0.86]}

B | {"formula": "CH2O4S2", "method": "ωB97M-V with the def2-TZVPD basis set", "gap_ha": [0.2889, 0.2889], "elements": ["S", "O", "O", "O", "S", "H", "H", "O", "C"], "xyz": [[-0.15, -2.36, 0.75], [0.17, 1.81, 1.59], [-1.75, 0.49, 0.70], [0.43, -3.11, -0.28], [-0.38, 1.02, 0.52], [-0.34, 0.61, -1.81], [1.19, 1.49, -1.42], [0.63, -1.15, 1.02], [0.20, 1.19, -1.08]], "nbo_charge": [1.69, -0.84, -0.88, -0.81, 2.04, 0.24, 0.26, -0.87, -0.83]}

Which structure is most stable? A, by 0.316 eV over the runner-up.

A | {"formula": "C3H6O4", "method": "ωB97M-V with the def2-TZVPD basis set", "gap_ha": 0.3544, "elements": ["C", "C", "H", "H", "O", "H", "H", "O", "C", "H", "O", "O", "H"], "xyz": [[0.25, -1.93, 1.61], [0.02, -1.75, 0.38], [0.72, -2.38, -0.19], [2.24, 1.67, 1.04], [0.47, -2.17, 2.73], [-0.60, -1.04, -0.12], [0.20, 1.11, -0.76], [1.45, 1.14, 1.08], [-1.26, 0.55, -1.57], [1.59, 0.43, 1.81], [-2.16, 0.90, -2.33], [-0.52, 1.60, -1.21], [-2.41, 1.88, -2.47]], "nbo_charge": [0.69, -0.79, 0.27, 0.48, -0.49, 0.28, 0.52, -0.96, 0.41, 0.49, -0.66, -0.71, 0.48]}

B | {"formula": "C3H6O4", "method": "ωB97M-V with the def2-TZVPD basis set", "gap_ha": 0.3918, "smiles": "OC[C@]1(O)O[C@H]1O", "elements": ["H", "O", "H", "H", "C", "O", "H", "O", "O", "H", "C", "H", "C"], "xyz": [[0.37, 2.19, -0.75], [0.62, 1.64, -0.01], [-1.74, 0.47, 1.16], [0.48, -1.64, 0.60], [1.00, -0.80, 0.30], [0.61, -0.43, -1.05], [-1.27, -1.36, -0.95], [2.27, -0.72, 0.64], [-1.79, -1.08, -0.13], [2.76, 0.13, 0.68], [-1.42, 0.28, 0.14], [-1.99, 0.98, -0.59], [0.11, 0.34, -0.04]], "nbo_charge": [0.49, -0.73, 0.20, 0.18, 0.34, -0.52, 0.48, -0.69, -0.73, 0.51, -0.10, 0.17, 0.41]}

Which structure is most stable? B, by 1.363 eV over the runner-up.

A | {"formula": "C4H8NO2", "method": "ωB97M-V with the def2-TZVPD basis set", "charge": -1, "gap_ha": 0.2124, "smiles": "[H]/N=C(/[O-])CCCO", "elements": ["H", "N", "C", "O", "H", "O", "C", "H", "C", "H", "C", "H", "H", "H", "H"], "xyz": [[2.01, 0.20, -0.31], [-0.70, -2.48, -0.61], [-1.13, -1.17, -0.62], [-2.39, -0.82, -0.30], [0.94, 0.94, 2.15], [1.91, 2.26, 0.94], [-0.13, -0.01, -0.95], [0.26, -0.16, -1.91], [0.90, 1.33, 1.11], [1.46, 3.24, 0.85], [1.03, 0.20, 0.08], [-0.82, 0.81, -1.09], [0.90, -0.83, 0.59], [-0.10, 1.90, 1.08], [0.10, -2.41, 0.03]], "nbo_charge": [0.21, -0.99, 0.61, -0.77, 0.15, -0.73, -0.51, 0.20, -0.05, 0.46, -0.44, 0.21, 0.21, 0.16, 0.29]}

B | {"formula": "C4H8NO2", "method": "ωB97M-V with the def2-TZVPD basis set", "charge": -1, "gap_ha": 0.2879, "elements": ["C", "H", "C", "O", "C", "H", "N", "O", "H", "H", "H", "H", "H", "C", "H"], "xyz": [[1.68, 0.08, 0.00], [-0.35, -0.24, -0.63], [0.63, -0.71, -0.72], [-2.53, -0.98, -0.68], [1.36, 0.41, 1.45], [0.51, -1.70, -0.31], [2.79, 0.49, -0.54], [-4.11, 0.25, 0.35], [1.45, -0.47, 2.10], [0.36, 0.80, 1.58], [2.17, 1.39, -0.41], [2.10, 1.16, 1.78], [-3.54, 0.45, -1.60], [-3.40, -0.08, -0.61], [0.89, -0.84, -1.77]], "nbo_charge": [0.40, 0.30, -0.73, -0.82, -0.71, 0.24, -0.79, -0.77, 0.23, 0.23, 0.38, 0.21, -0.02, 0.62, 0.22]}

Which structure is most stable? B, by 0.231 eV over the runner-up.

A | {"formula": "C16H18N2OS", "method": "ωB97M-V with the def2-TZVPD basis set", "gap_ha": 0.3168, "smiles": "O=c1c2ccccc2[nH]c(=S)n1CCC1=CCCCC1", "elements": ["H", "C", "C", "C", "H", "C", "H", "C", "H", "N", "H", "O", "C", "H", "H", "H", "C", "C", "N", "C", "H", "C", "C", "H", "S", "C", "C", "C", "H", "H", "H", "H", "H", "H", "H", "H", "C", "C"], "xyz": [[3.93, -2.55, 1.44], [2.91, -2.87, 1.41], [2.00, -1.70, 1.01], [0.50, -2.07, 1.18], [-0.13, -1.17, -0.61], [1.13, -3.98, 2.77], [-1.70, 5.10, -4.55], [2.54, -3.37, 2.80], [1.34, 2.89, -2.60], [-2.92, 2.34, -1.10], [2.22, -1.39, 0.00], [0.93, 1.37, -0.61], [0.14, -3.16, 1.93], [-1.48, -1.86, 0.35], [-3.90, 2.55, -1.22], [2.60, -2.55, 3.53], [-0.23, 1.65, -0.71], [-0.79, 0.06, 1.08], [-1.21, 1.07, 0.09], [-1.42, 4.44, -3.76], [1.19, -5.01, 2.34], [-0.08, 4.07, -3.69], [-2.36, 3.87, -2.88], [3.28, -4.08, 3.15], [-3.77, 0.63, 0.65], [-0.52, -1.33, 0.41], [-2.54, 1.38, -0.16], [0.31, 3.17, -2.70], [-0.90, -3.51, 1.97], [2.16, -0.84, 1.66], [2.80, -3.67, 0.68], [-1.57, -0.08, 1.83], [0.13, 0.44, 1.59], [-3.39, 4.19, -2.99], [0.67, -4.01, 3.81], [0.65, 4.45, -4.39], [-0.61, 2.59, -1.80], [-1.95, 2.95, -1.91]], "nbo_charge": [0.21, -0.39, -0.44, 0.01, 0.21, -0.44, 0.22, -0.40, 0.24, -0.59, 0.22, -0.58, -0.18, 0.22, 0.44, 0.20, 0.68, -0.22, -0.45, -0.16, 0.21, -0.25, -0.28, 0.21, -0.21, -0.44, 0.29, -0.12, 0.20, 0.21, 0.20, 0.25, 0.23, 0.22, 0.21, 0.22, -0.23, 0.27]}

B | {"formula": "C16H18N2OS", "method": "ωB97M-V with the def2-TZVPD basis set", "gap_ha": 0.3482, "smiles": "Cc1ccc(CSCC(=O)NCc2cccnc2)cc1", "elements": ["C", "H", "C", "S", "C", "C", "N", "O", "H", "H", "C", "C", "C", "C", "C", "H", "C", "H", "H", "N", "C", "H", "C", "H", "H", "H", "C", "C", "C", "C", "H", "H", "H", "H", "H", "H", "H", "H"], "xyz": [[0.66, -1.21, 1.46], [-3.63, 1.60, 1.60], [-2.10, 2.19, -0.77], [-1.97, 3.14, 0.79], [-1.80, 0.79, 2.39], [-0.18, -3.05, 0.20], [2.10, -2.42, -0.01], [-2.28, -0.13, 3.02], [0.08, -0.56, 3.40], [2.47, 1.90, -1.45], [2.66, -0.57, -2.57], [-0.40, -2.04, 1.11], [0.38, 2.06, -1.08], [1.89, -1.44, 0.86], [1.52, 1.40, -1.52], [-2.96, 1.52, -0.68], [-0.86, 1.44, -1.15], [2.75, -0.82, 1.09], [-2.87, 2.56, 2.88], [-0.50, 0.88, 2.06], [0.20, -0.49, -2.11], [-1.37, -1.89, 1.56], [0.47, -0.11, 2.48], [2.95, -1.37, -1.88], [0.45, 3.06, -0.69], [0.12, -1.49, -2.52], [1.44, 0.13, -2.06], [-2.67, 1.97, 1.98], [-0.94, 0.15, -1.65], [1.09, -3.20, -0.33], [2.46, -1.03, -3.54], [1.32, -3.99, -1.04], [-1.89, -0.35, -1.71], [3.50, 0.12, -2.66], [1.42, 0.39, 2.68], [-0.20, 1.64, 1.47], [-0.98, -3.72, -0.10], [-2.33, 2.94, -1.53]], "nbo_charge": [-0.06, 0.24, -0.53, 0.19, 0.66, -0.25, -0.43, -0.64, 0.24, 0.21, -0.65, -0.16, -0.23, 0.04, -0.20, 0.23, -0.06, 0.19, 0.26, -0.62, -0.15, 0.24, -0.25, 0.25, 0.22, 0.21, -0.03, -0.62, -0.21, 0.03, 0.22, 0.19, 0.21, 0.21, 0.21, 0.42, 0.22, 0.24]}

Which structure is most stable? B, by 0.199 eV over the runner-up.

A | {"formula": "C4H9O2", "method": "ωB97M-V with the def2-TZVPD basis set", "charge": 1, "gap_ha": [0.3785, 0.2942], "elements": ["H", "H", "H", "C", "H", "H", "C", "H", "O", "H", "C", "H", "C", "H", "O"], "xyz": [[1.64, 1.42, 0.28], [-1.48, 1.11, 1.00], [-0.62, -0.23, -1.73], [0.88, -1.55, -0.24], [-0.37, 1.37, -1.45], [0.09, -2.13, -0.70], [1.43, 0.53, 0.73], [2.37, 0.06, 1.18], [0.80, -0.22, -0.38], [-2.49, 0.71, -0.49], [-0.43, 0.44, -0.92], [1.04, -1.77, 0.82], [-1.66, 0.42, 0.10], [0.69, 0.66, 1.40], [-1.88, -0.83, 0.41]], "nbo_charge": [0.22, 0.18, 0.23, 0.03, 0.26, 0.21, -0.23, 0.26, -0.32, 0.28, -0.10, 0.18, -0.15, 0.21, -0.27]}

B | {"formula": "C4H9O2", "method": "ωB97M-V with the def2-TZVPD basis set", "charge": 1, "gap_ha": 0.4666, "elements": ["C", "H", "H", "H", "H", "C", "H", "C", "H", "H", "H", "H", "C", "O", "O"], "xyz": [[1.01, 1.77, -0.20], [1.18, 2.31, 0.80], [1.35, -2.37, -0.41], [2.29, -0.82, 0.03], [-2.56, -1.11, -0.66], [-0.60, -0.01, -0.07], [-2.56, -0.42, 0.87], [-2.44, -0.19, -0.17], [1.69, 1.02, -0.44], [0.85, 2.68, -0.93], [1.60, -2.20, 1.22], [-2.93, 0.71, -0.47], [1.42, -1.53, 0.32], [-0.31, 1.20, -0.19], [0.00, -1.05, 0.31]], "nbo_charge": [-0.29, 0.24, 0.24, 0.23, 0.24, 0.89, 0.23, -0.56, 0.19, 0.25, 0.26, 0.25, -0.31, -0.42, -0.45]}

Which structure is most stable? B, by 4.034 eV over the runner-up.

A | {"formula": "C2H4NO", "method": "ωB97M-V with the def2-TZVPD basis set", "charge": 1, "gap_ha": [0.3021, 0.2993], "elements": ["H", "H", "N", "H", "H", "C", "O", "C"], "xyz": [[-0.50, -0.70, -0.65], [1.93, 1.31, 1.62], [2.26, 0.02, 0.03], [-0.27, 1.18, -0.92], [-1.09, 0.41, 0.58], [-0.29, 0.27, -0.15], [3.42, -0.13, -0.21], [1.13, 0.32, 0.27]], "nbo_charge": [0.30, 0.44, 0.24, 0.30, 0.31, -0.71, -0.10, 0.23]}

B | {"formula": "C2H4NO", "method": "ωB97M-V with the def2-TZVPD basis set", "charge": 1, "gap_ha": 0.4114, "elements": ["H", "H", "H", "H", "N", "O", "C", "C"], "xyz": [[1.30, 0.98, -0.03], [-3.78, 0.06, 0.59], [1.42, -0.88, -0.72], [1.33, -0.45, 1.13], [-1.71, -0.16, 0.08], [-0.56, -0.18, -0.39], [1.17, -0.18, 0.06], [-2.86, -0.07, 0.24]], "nbo_charge": [0.26, 0.27, 0.25, 0.24, 0.17, -0.36, -0.10, 0.27]}

C | {"formula": "C2H4NO", "method": "ωB97M-V with the def2-TZVPD basis set", "charge": 1, "gap_ha": 0.3854, "smiles": "O=[N+]1CC1", "elements": ["C", "H", "H", "H", "H", "N", "O", "C"], "xyz": [[0.23, -0.90, 0.00], [-0.36, 1.21, 0.87], [0.21, 1.56, -0.86], [0.23, -1.56, -0.86], [-0.37, -1.21, 0.85], [1.27, 0.00, 0.14], [2.43, 0.00, -0.04], [0.22, 0.90, 0.00]], "nbo_charge": [-0.19, 0.30, 0.29, 0.29, 0.30, 0.28, -0.05, -0.19]}

Which structure is most stable? C, by 0.221 eV over the runner-up.